Entry from the Open Molecules 2025 dataset: 2 unconnected molecules or ions with the total composition C10H16 at a distorted geometry (the ωB97M-V functional and the def2-TZVPD basis).

The geometry in XYZ format:
```
26
Properties=species:S:1:pos:R:3
C 1.9113 2.1138 -0.7105
C 0.7138 1.3812 -1.2670
C 0.7768 0.0698 -1.7468
C -0.2900 -0.5504 -2.3742
C -1.5194 0.1430 -2.4177
C -1.5635 1.3881 -1.8413
C -0.4564 2.1085 -1.3452
H 1.7504 2.7503 0.1535
H 2.3639 2.5668 -1.6114
H 2.6596 1.3881 -0.3477
H 1.7527 -0.3999 -1.7252
H -0.2541 -1.5136 -2.8548
H -2.4013 -0.3044 -2.8628
H -2.5206 1.8674 -1.7856
H -0.7086 3.0425 -0.8669
C -1.0245 -2.6394 2.7649
C -0.1641 -1.4040 3.0008
C 1.1658 -1.5846 3.6689
H -1.6540 -2.5034 1.8868
H -1.6164 -2.8548 3.6506
H -0.5307 -3.6036 2.5807
H 0.0033 -0.9313 2.0314
H -0.7799 -0.5901 3.4431
H 1.7836 -2.2400 3.0242
H 1.6491 -0.6882 4.0537
H 1.0141 -2.1663 4.6004
```

Summary:
- HOMO level: -9.1 eV
- Energy: -10628.863 eV
- Orbital gap: 10.0 eV
- SMILES: Cc1ccccc1.CCC
- Energy above the lowest of the compared OMol25 structures with the same formula, charge and spin: 84.9 kJ/mol
- Total charge: 0

=====

Entry from the Open Molecules 2025 dataset: C2H3FS3 in the gas phase at a distorted geometry (the ωB97M-V functional and the def2-TZVPD basis).

The geometry in XYZ format:
```
9
Properties=species:S:1:pos:R:3
F -2.0258 -0.4609 0.9342
C -1.8741 -0.7297 -0.4177
S -0.3476 -1.6955 -0.6224
C 0.9742 -0.4505 0.0574
S 0.6745 1.1486 0.2291
S 2.3549 -1.4013 0.3970
H -2.8050 -1.2366 -0.7081
H -1.6053 0.2381 -0.8586
H 3.3458 -0.4609 0.5499
```

Summary:
- HOMO level: -9.1 eV
- Energy: -37344.671 eV
- Orbital gap: 8.6 eV
- SMILES: FCSC(=S)S
- Energy above the lowest of the compared OMol25 structures with the same formula, charge and spin: 23.0 kJ/mol
- Total charge: 0

=====

Entry from the Open Molecules 2025 dataset: C4H8O2 in the gas phase at a distorted geometry (the ωB97M-V functional and the def2-TZVPD basis).

The geometry in XYZ format:
```
14
Properties=species:S:1:pos:R:3
O 2.1119 -0.7295 0.0865
C 1.2022 0.1556 -0.5512
C -0.1269 0.4130 0.2325
O 0.0544 1.3755 1.2179
C -1.1000 -0.7311 0.4416
C -1.3800 0.3868 -0.5374
H 1.5131 -1.5408 0.1913
H 1.0883 -0.2240 -1.5779
H 1.8044 1.0601 -0.6141
H 0.8651 1.1039 1.6754
H -1.6673 -0.7781 1.3709
H -0.9066 -1.7062 0.0022
H -1.2881 0.1287 -1.6486
H -2.1705 1.0861 -0.2890
```

Summary:
- HOMO level: -9.9 eV
- Energy: -8371.094 eV
- Orbital gap: 10.7 eV
- SMILES: OCC1(O)CC1
- Energy above the lowest of the compared OMol25 structures with the same formula, charge and spin: 211.1 kJ/mol
- Total charge: 0

=====

Entry from the Open Molecules 2025 dataset: a molecular structure, C3H8N2O4S at a distorted geometry (the ωB97M-V functional and the def2-TZVPD basis).

The geometry in XYZ format:
```
18
Properties=species:S:1:pos:R:3
C 1.2216 -1.4948 0.4516
C 1.6827 0.9178 -0.5765
C 0.6613 -0.2611 -0.2696
N -0.7557 1.5483 0.1684
N -0.2347 0.3880 0.6457
O -2.1386 -1.2406 -1.2145
O -3.5907 -0.1331 0.4392
O -1.8352 1.1903 -0.7087
O -1.3271 -0.4795 1.0130
S -2.3485 -0.2652 -0.2107
H 1.7021 -1.0944 1.4462
H 0.2801 -2.1951 0.7853
H 2.0333 -2.1809 -0.0046
H 2.6286 0.7184 -0.1245
H 1.2791 1.8762 -0.0876
H 1.8525 1.1265 -1.6388
H -0.0038 -0.5115 -1.0595
H -1.1069 2.0908 0.9453
```

Summary:
- HOMO level: -10.6 eV
- Energy: -25240.653 eV
- Orbital gap: 11.4 eV
- Energy above the lowest of the compared OMol25 structures with the same formula, charge and spin: 503.0 kJ/mol
- Total charge: 0

=====

Entry from the Open Molecules 2025 dataset: C3H4O2 in the gas phase at a distorted geometry (the ωB97M-V functional and the def2-TZVPD basis).

The geometry in XYZ format:
```
9
Properties=species:S:1:pos:R:3
O -1.2133 -1.5633 0.6849
C -1.3165 -0.4039 0.3486
C -0.1638 0.5231 0.4576
C 1.0678 0.2183 -0.4916
O 0.1954 1.2775 -0.6736
H -2.2912 0.0162 0.0067
H 0.7041 0.1730 1.0776
H 2.0739 0.5711 -0.2191
H 1.0024 -0.7184 -1.0218
```

Summary:
- HOMO level: -9.4 eV
- Energy: -7266.639 eV
- Orbital gap: 10.0 eV
- SMILES: O=C[C@H]1CO1
- Energy above the lowest of the compared OMol25 structures with the same formula, charge and spin: 390.4 kJ/mol
- Total charge: 0

=====

Entry from the Open Molecules 2025 dataset: C3H5ClNP in the gas phase at a distorted geometry (the ωB97M-V functional and the def2-TZVPD basis).

The geometry in XYZ format:
```
11
Properties=species:S:1:pos:R:3
N -2.1570 -1.1635 1.6027
C -1.3883 -0.5661 0.9724
C -0.2268 0.5697 0.2711
P -1.0062 0.5419 -1.4889
C 1.1215 -0.0121 0.2920
Cl 1.6962 -0.3426 2.0077
H -0.3993 1.4331 0.9847
H -0.7220 -0.8610 -1.4696
H 0.0924 0.6966 -2.5254
H 1.2732 -1.0045 -0.2942
H 1.7163 0.7085 -0.3524
```

Summary:
- HOMO level: -10.5 eV
- Energy: -26490.827 eV
- Orbital gap: 10.8 eV
- SMILES: N#C[C@H](P)CCl
- Energy above the lowest of the compared OMol25 structures with the same formula, charge and spin: 245.6 kJ/mol
- Total charge: 0

=====

Entry from the Open Molecules 2025 dataset: C21H21N3O4 in the gas phase at a distorted geometry (the ωB97M-V functional and the def2-TZVPD basis).

The geometry in XYZ format:
```
49
Properties=species:S:1:pos:R:3
C -3.6665 0.4925 -3.4129
C -3.6596 -0.9758 -2.9227
C -2.3052 -1.5655 -2.5312
N -1.9499 -1.2072 -1.1270
C -1.6665 -2.1644 -0.1362
C -2.6885 -3.1063 0.0069
C -2.6523 -3.9361 1.0712
C -1.6252 -3.9704 1.9929
C -1.5950 -5.0117 3.1255
O -2.5968 -5.6430 3.3436
O -0.3550 -5.4298 3.6614
C -0.6153 -3.1141 1.8178
C -0.5827 -2.1208 0.7126
N 0.3655 -1.1215 0.9563
C 0.9619 -0.2868 -0.0300
O 0.8548 -0.5588 -1.1731
C 1.4310 0.9810 0.3947
C 0.7298 1.8992 1.1266
N 1.4918 3.1134 1.0916
C 1.0550 4.3460 1.4934
C 1.7657 5.6246 0.9514
O 0.0812 4.4421 2.1470
C 2.7757 2.7418 0.5278
C 4.0180 3.4894 0.4928
C 5.1077 2.9107 -0.2523
C 5.0232 1.6659 -0.9068
C 3.8086 0.9448 -0.8162
C 2.7248 1.4926 -0.1043
H -3.0153 0.4475 -4.3344
H -3.2339 1.1663 -2.7318
H -4.7086 0.7995 -3.5943
H -4.2476 -1.6912 -3.5667
H -4.3549 -0.9900 -2.0622
H -2.4647 -2.6173 -2.7006
H -1.5706 -0.9784 -3.2168
H -1.2977 -0.4760 -1.1678
H -3.6269 -2.9971 -0.4499
H -3.5302 -4.5207 1.3754
H -0.5738 -6.2379 4.1095
H 0.1738 -3.1687 2.5987
H 0.7688 -1.1531 1.8625
H -0.1534 1.6894 1.6965
H 2.5715 5.9251 1.6527
H 2.1289 5.4563 -0.0185
H 0.9671 6.4363 0.9518
H 4.1763 4.3450 1.0617
H 6.0205 3.3800 -0.2644
H 5.9349 1.2248 -1.3222
H 3.7993 0.0280 -1.3803
```

Summary:
- HOMO level: -7.9 eV
- Energy: -34776.778 eV
- Orbital gap: 8.0 eV
- SMILES: CCCNc1ccc(C(=O)O)cc1NC(=O)c1cn(C(C)=O)c2ccccc12
- Energy above the lowest of the compared OMol25 structures with the same formula, charge and spin: 376.1 kJ/mol
- Total charge: 0

=====

Entry from the Open Molecules 2025 dataset: a molecular structure, C45H45CsN9O2P2S2 (the ωB97M-V functional and the def2-TZVPD basis).

The geometry in XYZ format:
```
106
Properties=species:S:1:pos:R:3
Cs -0.0916 -1.7611 0.2931
N -2.3760 -1.4733 4.8146
C -1.7528 -1.5486 3.6074
N -2.1368 -2.2847 2.6350
C -3.2997 -3.0355 2.7621
N -3.8470 -3.5987 1.7504
N -3.1516 -3.4413 0.5646
C -3.8177 -2.8642 -0.3477
C -3.2653 -2.5644 -1.6836
C -4.0928 -1.9646 -2.6263
C -3.5538 -1.5694 -3.8410
C -2.2050 -1.7722 -4.0700
C -1.4587 -2.4057 -3.0815
N -1.9744 -2.8078 -1.9273
C -3.9328 -3.1332 4.0891
C -4.9984 -3.9856 4.3643
C -5.5846 -3.9979 5.6154
C -5.1122 -3.1463 6.6123
C -4.0528 -2.2972 6.3611
C -3.4588 -2.2942 5.1008
H -2.0708 -0.7872 5.4826
H -0.8829 -0.9106 3.4780
H -4.8423 -2.5348 -0.1588
H -5.1325 -1.7791 -2.3865
H -4.1713 -1.0784 -4.5834
H -1.7238 -1.4309 -4.9767
H -0.3931 -2.5607 -3.2121
H -5.3537 -4.6245 3.5670
H -6.4131 -4.6629 5.8211
H -5.5742 -3.1498 7.5913
H -3.6769 -1.6353 7.1327
S 1.9274 -0.9418 -2.2752
P 0.8240 0.7872 -2.0222
C -0.4923 0.7609 -1.0623
P -1.2818 1.7670 -0.0169
S -1.3784 1.3408 1.9550
C -0.6635 3.5015 -0.1612
C 0.2436 3.9976 0.7709
C 0.8340 5.2418 0.5935
C 0.5153 6.0147 -0.5140
C -0.3916 5.5309 -1.4484
C -0.9719 4.2821 -1.2749
C -3.0296 1.9880 -0.5345
C -3.8429 2.9276 0.1029
C -5.1540 3.1056 -0.3042
C -5.6741 2.3354 -1.3418
C -4.8763 1.3906 -1.9653
C -3.5526 1.2223 -1.5628
C 2.0854 2.0208 -1.4735
C 2.7663 1.7500 -0.2840
C 3.7084 2.6350 0.2149
C 3.9771 3.8219 -0.4630
C 3.2855 4.1133 -1.6276
C 2.3462 3.2177 -2.1304
C 0.5022 1.3282 -3.7550
C 1.4518 1.1915 -4.7669
C 1.1690 1.6160 -6.0565
C -0.0720 2.1700 -6.3541
C -1.0241 2.3034 -5.3547
C -0.7316 1.8876 -4.0597
H 0.4746 3.3915 1.6388
H 1.5512 5.6056 1.3203
H 0.9749 6.9865 -0.6523
H -0.6441 6.1263 -2.3184
H -1.6673 3.9068 -2.0174
H -3.4303 3.5023 0.9233
H -5.7816 3.8390 0.1887
H -6.7020 2.4740 -1.6565
H -5.2793 0.7864 -2.7705
H -2.9004 0.4944 -2.0329
H 2.5449 0.8301 0.2472
H 4.2280 2.4071 1.1393
H 4.7062 4.5216 -0.0711
H 3.4658 5.0474 -2.1469
H 1.8075 3.4620 -3.0379
H 2.4028 0.7290 -4.5319
H 1.9129 1.5061 -6.8370
H -0.2941 2.4923 -7.3648
H -1.9940 2.7317 -5.5797
H -1.4607 1.9776 -3.2619
N 2.0508 -1.8315 3.1520
C 3.0747 -2.4464 2.3176
C 4.1883 -3.1380 3.1223
C 5.3404 -3.7398 2.3101
C 6.1120 -2.7177 1.4804
N 5.3246 -2.2344 0.3576
C 5.6665 -1.1098 -0.1771
N 5.0056 -0.5725 -1.2298
N 6.7403 -0.3470 0.2710
C 2.3935 -3.4428 1.3897
O 3.0133 -3.6965 0.2507
O 1.3317 -3.9487 1.6774
H 2.4715 -1.3221 3.9183
H 1.4321 -2.5444 3.5238
H 3.5196 -1.6713 1.6945
H 3.7279 -3.9147 3.7403
H 4.5995 -2.3859 3.8054
H 4.9759 -4.5347 1.6547
H 6.0417 -4.2025 3.0096
H 7.0406 -3.1884 1.1258
H 6.4025 -1.8998 2.1575
H 3.8324 -3.1172 0.1590
H 4.0722 -0.9130 -1.4781
H 5.0666 0.4296 -1.3317
H 7.4684 -0.8513 0.7461
H 7.0901 0.3155 -0.4018
```

Summary:
- HOMO level: -3.7 eV
- Energy: -105702.056 eV
- Orbital gap: 5.6 eV
- Energy above the lowest of the compared OMol25 structures with the same formula, charge and spin: 48.5 kJ/mol
- Total charge: -1

=====

Entry from the Open Molecules 2025 dataset: a molecular structure, C11H9MoN3O4S (the ωB97M-V functional and the def2-TZVPD basis).

The geometry in XYZ format:
```
29
Properties=species:S:1:pos:R:3
Mo 0.1068 0.0832 -0.3618
O -3.5188 -0.1802 1.5943
C -2.3023 -0.2294 1.2693
O -1.8487 0.0803 0.1148
C -1.2936 -0.6890 2.2567
C -1.4852 -1.1401 3.5537
C -0.3565 -1.5670 4.2585
C 0.9056 -1.5628 3.6437
C 0.9906 -1.0959 2.3442
N -0.0884 -0.6488 1.6856
C 2.1602 -1.0212 1.4164
O 3.3536 -1.3770 1.6010
O 1.8854 -0.5404 0.2571
H -4.1414 0.1333 0.8966
H -2.4760 -1.1649 3.9957
H -0.4555 -1.9218 5.2793
H 1.7727 -1.9259 4.1850
H 3.5940 -1.7563 2.4734
S 0.7882 2.2981 -0.6646
C 0.5155 1.8664 -2.3443
N 0.7680 2.6068 -3.4245
C 0.4930 2.1406 -4.6757
C -0.0419 0.8772 -4.8296
C -0.2731 0.1231 -3.6908
N 0.0043 0.6380 -2.4676
H 1.1664 3.5448 -3.3216
H 0.7235 2.8182 -5.4935
H -0.2676 0.4922 -5.8174
H -0.6788 -0.8815 -3.7341
```

Summary:
- HOMO level (alpha / beta): -23.5 / -23.9 eV
- Energy: -36859.651 eV
- Orbital gap (alpha / beta): 6.8 / 7.6 eV
- Spin multiplicity: 3
- Total charge: +4

=====

Entry from the Open Molecules 2025 dataset: 2 unconnected molecules or ions with the total composition C4H11NO2 at a distorted geometry (the ωB97M-V functional and the def2-TZVPD basis).

The geometry in XYZ format:
```
18
Properties=species:S:1:pos:R:3
C -1.1669 -2.1707 -1.1015
C -0.5895 -1.4217 0.1034
N -0.1872 -0.0659 -0.1551
C 0.9533 0.1050 -1.0592
C 1.0007 1.5826 -1.4066
O 1.2228 1.9747 -2.5205
H -0.4032 -2.7921 -1.5816
H -1.4761 -1.4850 -1.8945
H -2.0453 -2.7672 -0.9234
H 0.2335 -1.9759 0.5372
H -1.3350 -1.3784 0.9038
H -0.9958 0.4474 -0.4793
H 1.8369 -0.3628 -0.6267
H 0.7196 -0.3672 -2.0229
H 0.7529 2.2652 -0.5744
O 0.5391 2.7718 4.6488
H 1.2158 2.9907 4.0003
H -0.2755 2.6494 4.1524
```

Summary:
- HOMO level: -9.2 eV
- Energy: -9910.417 eV
- Orbital gap: 9.9 eV
- SMILES: CCNCC=O.O
- Energy above the lowest of the compared OMol25 structures with the same formula, charge and spin: 176.1 kJ/mol
- Total charge: 0

=====

Entry from the Open Molecules 2025 dataset: 4 unconnected molecules or ions with the total composition C46H53F5IN3O6S2 at a distorted geometry (the ωB97M-V functional and the def2-TZVPD basis).

The geometry in XYZ format:
```
116
Properties=species:S:1:pos:R:3
C -2.9553 -3.3788 2.2611
C -2.2220 -1.9570 2.3045
I -1.0917 -1.6771 4.1281
C -1.3895 -1.7014 0.9845
C -1.4556 -0.2309 0.4823
C -2.7217 0.2473 -0.0870
C -3.9817 -0.6826 -0.2409
C -3.9879 -1.3728 -1.7034
C -2.6089 -1.2422 -2.4637
C -2.5053 -2.1110 -3.8118
C -1.1379 -2.1720 -4.3798
C -0.8239 -2.9404 -5.5780
C -1.9104 -3.6773 -6.2231
C -3.2721 -3.6029 -5.6851
C -3.6171 -2.8332 -4.4705
C -2.7926 1.6632 -0.5285
C -4.1941 2.0925 -1.1061
C -5.0958 2.7018 -0.1618
C -6.4394 3.0903 -0.5932
C -6.6719 2.7736 -2.0073
C -5.6109 2.1923 -2.7896
N -4.3411 1.8149 -2.4351
C -1.6423 2.5769 -0.4568
S -1.7806 4.3204 -1.0135
O -0.9224 5.1632 -0.1661
O -3.1444 4.8433 -0.8515
C -1.1215 4.5253 -2.7451
F -0.0742 3.6151 -2.8662
F -0.5746 5.7648 -2.8866
C -2.1539 4.2675 -3.9118
F -1.5759 4.7971 -5.0611
F -2.3192 2.9359 -4.1890
F -3.3423 4.8973 -3.7681
C -0.3379 2.0870 0.0738
C -0.3261 0.7016 0.5386
S 1.2497 0.0681 1.2202
C 2.4637 0.9562 0.1636
C 3.7232 0.3332 -0.2046
C 4.6986 1.0672 -1.0444
C 6.0697 0.4203 -1.4050
C 7.2091 0.7850 -0.3291
C 6.6425 0.9360 1.1348
O 6.1653 1.9781 1.5138
N 6.7808 -0.2419 2.0033
C 5.5196 -0.6827 2.5851
C 5.1355 -2.0842 2.3384
C 3.8942 -2.6686 2.8660
C 3.0315 -1.7920 3.6740
C 3.3796 -0.3954 3.9857
C 4.6251 0.1171 3.4158
C 4.2883 2.3991 -1.4872
C 3.0070 3.0261 -1.1107
C 2.0433 2.3115 -0.2569
N 0.8083 2.9537 0.1335
H -2.4654 -4.1115 2.9619
H -4.0454 -3.2703 2.5161
H -2.9141 -3.8450 1.2404
H -3.0616 -1.2055 2.3319
H -0.3384 -2.0582 1.1332
H -1.8440 -2.3609 0.1889
H -4.9387 -0.1175 -0.0745
H -3.9803 -1.5244 0.4962
H -4.7349 -0.7706 -2.3016
H -4.3077 -2.4382 -1.5831
H -2.4073 -0.1866 -2.7716
H -1.8021 -1.6627 -1.7943
H -0.3164 -1.6093 -3.8728
H 0.2393 -2.9354 -5.9188
H -1.6463 -4.2820 -7.1253
H -4.0484 -4.1863 -6.2347
H -4.6431 -2.7851 -4.0450
H -4.7754 2.8759 0.8902
H -7.1984 3.5385 0.0813
H -7.6619 2.9835 -2.4735
H -5.8511 2.0101 -3.8747
H 4.0120 -0.6898 0.1546
H 6.0324 -0.7069 -1.4104
H 6.4708 0.7722 -2.3958
H 7.7581 1.7255 -0.5858
H 7.9765 -0.0414 -0.2682
H 7.3873 0.0097 2.7953
H 5.7910 -2.7450 1.7265
H 3.6253 -3.7296 2.6618
H 2.0810 -2.2586 4.0419
H 2.7154 0.2536 4.5953
H 4.8751 1.1881 3.6353
H 4.9959 2.9829 -2.1346
H 2.8323 4.0486 -1.5130
H 0.8812 3.4618 1.0164
C -3.7955 -6.7946 -1.9357
C -4.5241 -5.5300 -2.3470
O -3.8166 -4.3792 -1.8971
H -3.6867 -6.8376 -0.8498
H -4.3344 -7.6831 -2.2712
H -2.7878 -6.8147 -2.3593
H -5.5213 -5.5032 -1.9051
H -4.6263 -5.4767 -3.4361
H -2.9368 -4.3973 -2.2965
C -1.7117 -1.3500 8.8322
C -2.6894 -2.4921 8.6305
O -3.4838 -2.2676 7.4717
H -2.2458 -0.4033 8.9359
H -1.1016 -1.5101 9.7238
H -1.0498 -1.2506 7.9672
H -3.3619 -2.5749 9.4853
H -2.1587 -3.4432 8.5154
H -2.8857 -2.2047 6.7169
C 8.1965 5.9198 0.9489
C 7.4992 4.7617 0.2612
O 7.6612 4.8552 -1.1534
H 7.7924 6.8720 0.5988
H 8.0736 5.8618 2.0324
H 9.2653 5.9213 0.7164
H 6.4310 4.7754 0.4777
H 7.9063 3.8045 0.5994
H 8.6070 4.8326 -1.3406
```

Summary:
- HOMO level: -8.1 eV
- Energy: -108668.192 eV
- Orbital gap: 7.7 eV
- SMILES: C[C@@H](I)Cc1c(CCCc2ccccc2)c(-c2ccccn2)c(S(=O)(=O)C(F)(F)C(F)(F)F)c2c1Sc1cc(CCC(=O)Nc3ccccc3)ccc1N2.CCO.CCO.CCO
- Total charge: 0